A molecular structure, C40H61N2O10P3RbS, computed with ωB97M-V/def2-TZVPD.

Cartesian coordinates (Å):
Rb (-0.383, -0.547, -0.072)
C (3.463, -0.374, 0.397)
C (3.210, -1.874, 0.439)
O (2.599, -2.309, 1.644)
C (3.399, -2.231, 2.793)
C (2.497, -2.057, 4.004)
O (1.718, -0.879, 4.004)
C (2.296, 0.251, 4.610)
C (3.161, 1.128, 3.715)
O (2.377, 2.106, 3.048)
C (2.870, 2.456, 1.767)
C (2.206, 1.649, 0.661)
O (2.294, 0.258, 0.866)
H (3.641, -0.115, -0.655)
H (4.335, -0.068, 0.998)
H (4.154, -2.409, 0.258)
H (2.509, -2.097, -0.373)
H (4.124, -1.414, 2.726)
H (3.979, -3.161, 2.926)
H (3.108, -2.117, 4.918)
H (1.786, -2.887, 4.013)
H (2.892, -0.058, 5.481)
H (1.465, 0.861, 4.964)
H (3.683, 0.509, 2.989)
H (3.915, 1.636, 4.337)
H (3.962, 2.343, 1.737)
H (2.649, 3.517, 1.608)
H (2.628, 1.941, -0.312)
H (1.142, 1.881, 0.658)
C (-0.539, 4.612, 5.102)
C (-0.605, 3.143, 4.744)
C (-0.768, 2.241, 5.950)
O (-1.773, 2.963, 3.891)
P (-1.638, 1.958, 2.658)
O (-0.754, 0.803, 2.857)
C (-3.354, 1.496, 2.378)
P (-3.483, 0.362, 0.968)
O (-2.782, 0.942, -0.188)
O (-2.853, -0.987, 1.435)
C (-3.212, -2.067, 2.334)
C (-4.707, -2.257, 2.450)
C (-2.516, -1.836, 3.661)
O (-5.030, 0.123, 0.796)
C (-5.784, 0.843, -0.226)
C (-7.186, 0.990, 0.322)
C (-5.719, 0.078, -1.527)
O (-1.101, 2.835, 1.457)
C (-1.413, 4.190, 1.088)
C (-2.845, 4.330, 0.611)
C (-0.415, 4.541, 0.001)
H (0.315, 4.797, 5.753)
H (-1.448, 4.915, 5.623)
H (-0.429, 5.225, 4.208)
H (0.287, 2.852, 4.180)
H (-1.668, 2.514, 6.504)
H (0.093, 2.339, 6.614)
H (-0.846, 1.202, 5.633)
H (-3.978, 2.365, 2.180)
H (-3.713, 1.019, 3.291)
H (-2.787, -2.942, 1.838)
H (-5.180, -1.411, 2.952)
H (-4.886, -3.155, 3.042)
H (-5.145, -2.392, 1.464)
H (-2.986, -1.018, 4.211)
H (-1.467, -1.586, 3.516)
H (-2.595, -2.740, 4.267)
H (-5.321, 1.828, -0.350)
H (-7.620, 0.004, 0.489)
H (-7.808, 1.524, -0.395)
H (-7.188, 1.537, 1.265)
H (-6.119, -0.927, -1.406)
H (-4.692, -0.020, -1.871)
H (-6.298, 0.599, -2.290)
H (-1.248, 4.821, 1.968)
H (-3.061, 3.559, -0.129)
H (-2.981, 5.311, 0.157)
H (-3.552, 4.251, 1.436)
H (-0.565, 3.889, -0.860)
H (0.604, 4.410, 0.362)
H (-0.547, 5.576, -0.312)
S (-3.548, -2.984, -1.020)
C (-4.526, -3.009, -2.368)
N (-5.219, -3.032, -3.301)
N (1.502, -1.029, -2.048)
P (1.934, -1.464, -3.437)
C (3.073, -0.305, -4.338)
C (3.950, -0.661, -5.360)
C (4.783, 0.284, -5.942)
C (4.752, 1.601, -5.504)
C (3.889, 1.965, -4.480)
C (3.061, 1.014, -3.900)
C (2.934, -3.021, -3.566)
C (4.169, -3.045, -2.918)
C (4.934, -4.199, -2.876)
C (4.468, -5.361, -3.481)
C (3.240, -5.353, -4.123)
C (2.480, -4.189, -4.167)
C (0.611, -1.780, -4.682)
C (-0.629, -2.143, -4.159)
C (-1.712, -2.390, -4.992)
C (-1.560, -2.279, -6.368)
C (-0.333, -1.910, -6.900)
C (0.746, -1.660, -6.063)
H (3.990, -1.691, -5.697)
H (5.463, -0.007, -6.734)
H (5.404, 2.339, -5.956)
H (3.865, 2.991, -4.132)
H (2.390, 1.260, -3.082)
H (4.527, -2.139, -2.440)
H (5.892, -4.197, -2.372)
H (5.060, -6.268, -3.446)
H (2.867, -6.255, -4.591)
H (1.520, -4.194, -4.670)
H (-0.749, -2.202, -3.083)
H (-2.673, -2.646, -4.566)
H (-2.404, -2.467, -7.018)
H (-0.216, -1.805, -7.972)
H (1.690, -1.354, -6.494)

The total charge is -1. The molecular weight is 940.39 u. Its spin multiplicity is 1. The calculation puts the energy relative to the best compared isomer or geometry (same formula, charge and spin) at 14.9 kcal/mol. For the total energy, the calculation gives -3869.27941 hartree. The orbital gap is 5.943 eV.



6 unconnected molecules or ions with the total composition C40H62F15NO13, computed with ωB97M-V/def2-TZVPD.

Cartesian coordinates (Å):
C (6.281, 0.897, 5.521)
O (6.866, 1.291, 4.295)
C (7.422, 0.233, 3.546)
C (6.430, -0.312, 2.523)
C (6.906, -1.617, 1.886)
C (5.678, -2.309, 1.228)
C (5.023, -3.334, 2.176)
C (3.717, -2.832, 2.833)
C (3.776, -2.722, 4.362)
C (2.985, -1.549, 4.957)
C (1.576, -1.404, 4.374)
C (0.841, -0.137, 4.910)
C (-0.391, -0.793, 5.592)
O (-0.602, -0.988, 6.713)
N (-1.212, -1.155, 4.504)
C (-0.880, -0.352, 3.321)
C (-2.096, 0.176, 2.570)
C (-2.745, -0.999, 1.890)
O (-3.868, -1.264, 1.999)
C (0.006, 0.736, 3.954)
C (0.586, 1.866, 3.092)
C (1.879, 1.636, 2.330)
C (1.759, 0.581, 1.230)
C (3.126, 1.447, 3.217)
H (6.422, -0.155, 5.754)
H (6.733, 1.482, 6.319)
H (5.216, 1.118, 5.509)
H (8.293, 0.635, 3.038)
H (7.748, -0.610, 4.156)
H (6.204, 0.448, 1.783)
H (5.538, -0.568, 3.090)
H (7.672, -1.445, 1.140)
H (7.257, -2.254, 2.690)
H (4.970, -1.530, 0.966)
H (5.970, -2.775, 0.296)
H (4.749, -4.170, 1.540)
H (5.743, -3.713, 2.891)
H (2.891, -3.474, 2.547)
H (3.515, -1.842, 2.435)
H (3.368, -3.629, 4.795)
H (4.809, -2.638, 4.689)
H (2.829, -1.788, 6.006)
H (3.546, -0.624, 4.938)
H (1.053, -2.284, 4.728)
H (1.560, -1.470, 3.295)
H (1.367, 0.351, 5.719)
H (-2.176, -1.000, 4.785)
H (-0.369, -0.963, 2.580)
H (-2.778, 0.684, 3.244)
H (-1.741, 0.878, 1.822)
H (-2.081, -1.597, 1.241)
H (-0.680, 1.254, 4.630)
H (-0.163, 2.111, 2.341)
H (0.669, 2.756, 3.706)
H (2.077, 2.560, 1.797)
H (0.788, 0.634, 0.748)
H (2.040, -0.417, 1.541)
H (2.473, 0.862, 0.465)
H (3.843, 2.233, 3.027)
H (3.580, 0.496, 2.983)
H (2.861, 1.539, 4.263)
C (-1.668, 0.515, -3.681)
C (-1.996, 1.784, -2.929)
O (-0.865, 2.277, -2.182)
C (0.015, 2.987, -2.876)
O (-0.045, 3.238, -4.042)
C (1.118, 3.505, -1.940)
F (1.566, 2.554, -1.095)
F (0.652, 4.520, -1.187)
F (2.170, 3.959, -2.622)
H (-1.272, -0.242, -3.001)
H (-2.555, 0.128, -4.163)
H (-0.908, 0.691, -4.443)
H (-2.773, 1.586, -2.192)
H (-2.370, 2.560, -3.596)
C (-7.252, -3.774, -6.931)
C (-7.557, -2.505, -6.163)
O (-6.399, -2.058, -5.423)
C (-5.502, -1.369, -6.106)
O (-5.554, -1.087, -7.267)
C (-4.374, -0.923, -5.165)
F (-3.967, -1.910, -4.352)
F (-4.778, 0.093, -4.375)
F (-3.302, -0.502, -5.844)
H (-6.868, -4.544, -6.260)
H (-8.150, -4.147, -7.420)
H (-6.491, -3.599, -7.691)
H (-8.333, -2.693, -5.424)
H (-7.909, -1.724, -6.815)
C (-10.033, 4.231, -6.405)
C (-9.134, 3.060, -6.071)
O (-9.815, 1.807, -6.281)
C (-9.843, 1.364, -7.530)
O (-9.362, 1.903, -8.482)
C (-10.557, 0.003, -7.584)
F (-11.684, -0.001, -6.858)
F (-9.758, -0.978, -7.094)
F (-10.882, -0.329, -8.833)
H (-10.965, 4.169, -5.841)
H (-9.538, 5.171, -6.167)
H (-10.294, 4.236, -7.464)
H (-8.867, 3.083, -5.018)
H (-8.207, 3.088, -6.644)
C (-6.514, -1.035, 0.948)
C (-7.282, 0.249, 1.154)
O (-7.488, 0.929, -0.100)
C (-8.501, 0.493, -0.833)
O (-9.248, -0.396, -0.552)
C (-8.616, 1.337, -2.109)
F (-7.416, 1.538, -2.684)
F (-9.141, 2.544, -1.832)
F (-9.402, 0.744, -3.008)
H (-5.583, -0.840, 0.424)
H (-6.289, -1.504, 1.900)
H (-7.087, -1.737, 0.341)
H (-6.709, 0.933, 1.777)
H (-8.234, 0.076, 1.653)
C (11.975, 1.903, 2.057)
C (12.927, 0.845, 2.572)
O (12.415, -0.478, 2.324)
C (12.617, -0.965, 1.106)
O (13.177, -0.411, 0.207)
C (12.054, -2.392, 1.022)
F (10.836, -2.475, 1.584)
F (12.859, -3.259, 1.663)
F (11.948, -2.802, -0.243)
H (10.980, 1.761, 2.481)
H (12.332, 2.898, 2.321)
H (11.877, 1.848, 0.973)
H (13.030, 0.928, 3.652)
H (13.921, 0.953, 2.140)

The molecular weight is 1049.90 u. As for the SMILES: COCCCCCCCCC[C@@H]1C(=O)N[C@@H](CC=O)[C@@H]1CC(C)C.CCOC(=O)C(F)(F)F.CCOC(=O)C(F)(F)F.CCOC(=O)C(F)(F)F.CCOC(=O)C(F)(F)F.CCOC(=O)C(F)(F)F. Its spin multiplicity is 1. For the total energy, the calculation gives -4092.25121 hartree. The orbital gap is 9.722 eV.